<A>
18
Properties=species:S:1:pos:R:3 method="wB97M-V/def2-TZVPD" total_charge=0
O -0.039 -2.040 1.905
C 0.303 -1.965 0.503
N 1.343 -0.945 0.301
C 0.700 0.234 -0.038
C 1.207 1.510 -0.132
C 0.343 2.536 -0.595
C -0.963 2.254 -0.960
C -1.486 0.914 -0.875
C -0.616 -0.059 -0.449
N -0.797 -1.417 -0.308
H -0.261 -2.988 2.048
H 0.619 -2.961 0.116
H 2.066 -0.940 1.027
H 2.249 1.665 0.151
H 0.743 3.544 -0.632
H -1.643 3.061 -1.258
H -2.478 0.679 -1.236
H -1.746 -1.750 -0.129

<B>
18
Properties=species:S:1:pos:R:3 method="wB97M-V/def2-TZVPD" total_charge=0
C 1.097 -0.122 0.799
C 0.791 -0.017 -0.567
C -1.175 0.204 1.127
C 0.203 0.343 1.754
C -1.163 1.257 -0.018
C -0.540 0.211 -0.981
C -1.323 -0.794 -0.078
N 2.497 -0.109 0.434
N 2.045 -0.200 -0.940
O -0.811 -2.029 -0.086
H -2.024 0.387 1.882
H -2.175 1.678 -0.288
H -0.364 2.139 -0.079
H -0.761 0.437 -1.956
H -2.361 -0.836 -0.356
H 3.113 -0.754 0.901
H 2.762 0.126 -1.579
H 0.187 -1.919 0.031

<A> takes first place; second place is 180.4 kcal/mol up.

<A>
18
Properties=species:S:1:pos:R:3 method="wB97M-V/def2-TZVPD" total_charge=0
N -1.918 1.112 1.498
C -1.020 0.189 1.095
N -0.903 -0.917 2.183
O -1.684 -0.824 3.176
C -0.136 0.195 -0.009
C -0.446 0.676 -1.266
C 0.447 0.514 -2.353
C 1.707 -0.066 -2.125
C 1.910 -0.581 -0.900
C 1.019 -0.591 0.132
H -1.556 2.018 1.685
H -2.344 0.660 2.398
H -0.299 -1.654 1.914
H -1.508 0.959 -1.409
H 0.249 0.925 -3.401
H 2.350 -0.354 -2.930
H 2.887 -1.015 -0.641
H 1.248 -1.246 0.952

<B>
18
Properties=species:S:1:pos:R:3 method="wB97M-V/def2-TZVPD" total_charge=0
C -4.085 0.220 -6.364
C -3.185 0.012 -5.181
C -2.003 0.749 -5.027
N -1.043 0.414 -4.155
C -1.100 -0.829 -3.665
C -2.379 -1.333 -3.337
C -2.700 -1.486 -1.929
N -2.839 -1.458 -0.770
C -3.402 -1.006 -4.245
H -4.103 -0.672 -7.006
H -5.114 0.422 -6.038
H -3.739 1.061 -6.978
H -1.814 1.625 -5.654
H -0.241 -1.153 -3.072
H -4.424 -1.326 -4.033
O -1.354 1.959 -1.656
H -1.251 1.589 -2.557
H -0.932 1.400 -0.916

<B> takes first place; second place is 36.7 kcal/mol up.

<A>
14
Properties=species:S:1:pos:R:3 method="wB97M-V/def2-TZVPD" total_charge=0
C -0.461 1.583 -0.203
N -0.500 0.895 1.099
C 0.408 -0.210 0.940
P -0.079 -1.415 -0.302
O 0.278 -2.835 -0.020
O 0.637 -1.002 -1.629
H -0.748 0.923 -1.000
H -1.361 2.280 -0.241
H 0.522 1.992 -0.470
H -0.098 1.413 1.848
H 0.351 -0.877 1.786
H 1.462 0.130 0.784
H -1.425 -1.054 -0.534
H 1.014 -1.823 -2.058

<B>
14
Properties=species:S:1:pos:R:3 method="wB97M-V/def2-TZVPD" total_charge=0
C 3.159 -1.236 -0.719
C -0.339 -0.514 0.655
N -3.036 0.775 0.534
O -0.965 2.172 0.330
O -3.652 1.989 0.055
P -1.379 0.768 0.366
H 2.059 -1.010 -0.757
H 3.541 -0.577 0.086
H 3.698 -0.904 -1.631
H -0.483 -1.565 0.443
H 0.731 -0.211 0.808
H 3.287 -2.302 -0.544
H -3.783 0.072 0.295
H -2.838 2.545 0.081

<A> takes first place; second place is 76.0 kcal/mol up.

<A>
11
Properties=species:S:1:pos:R:3 method="wB97M-V/def2-TZVPD" total_charge=0
N -1.394 1.597 0.247
N -0.513 0.652 -0.372
O 0.903 0.876 -0.091
C 1.354 -0.377 0.005
S 3.070 -0.497 0.047
N 0.507 -1.356 0.027
C -0.705 -0.726 -0.039
S -2.217 -1.370 -0.004
H -2.071 1.045 0.802
H -2.018 1.984 -0.473
H 3.085 -1.826 -0.149

<B>
11
Properties=species:S:1:pos:R:3 method="wB97M-V/def2-TZVPD" total_charge=0
C 0.970 -1.886 1.476
C 0.221 -0.316 -0.178
N 1.360 -0.663 1.620
N 0.946 0.217 0.724
N -1.090 2.015 -0.845
O -1.152 -0.111 -2.393
S 0.049 -2.111 -0.016
S -0.212 0.748 -1.688
H 1.415 -2.608 2.090
H -0.461 2.739 -0.474
H -2.046 1.976 -0.314

<A> takes first place; second place is 1.6 kcal/mol up.